No. 1
Here is a single C23H35N9O8S molecule from the Open Molecules 2025 dataset. Energies are from ωB97M-V/def2-TZVPD.

Each line ends with the Mulliken charge.
Atoms and positions in Å:
C -1.4815 -0.3533 -2.8341  -1.007
C -2.3419 0.2751 -1.7669  0.849
O -2.0124 1.2875 -1.1570  -0.835
N -3.5047 -0.3405 -1.5158  0.036
C -3.9785 -1.5757 -2.1100  -0.532
C -5.4423 -1.6420 -1.6816  -0.820
C -5.4227 -0.9795 -0.3064  -0.770
C -4.4054 0.1514 -0.4800  0.204
C -3.6527 0.4637 0.8132  0.150
O -3.8942 1.4548 1.4835  -0.827
N -2.7723 -0.4807 1.1561  0.427
C -1.8731 -0.3626 2.2853  -0.781
C -1.3266 -1.7517 2.6219  -1.510
C -0.6599 -2.3945 1.4508  0.471
C 0.5923 -2.9399 1.3785  -0.812
N 0.7367 -3.4194 0.1125  0.154
C -0.4087 -3.1508 -0.5331  -0.771
N -1.2778 -2.5383 0.2368  -0.360
C -0.7518 0.6279 1.9285  0.719
O 0.3959 0.2818 1.6886  -0.951
N -1.1812 1.8890 1.8671  0.232
C -0.3072 3.0221 1.6511  -0.681
C 0.1882 3.5859 3.0018  -0.913
O 0.9108 2.6467 3.7402  -0.604
C 0.8850 2.6461 0.7616  0.311
O 2.0449 2.7663 1.1380  -0.941
N 0.5337 2.2650 -0.4721  0.469
C 1.4817 2.1109 -1.5518  0.273
C 2.1847 3.4357 -1.8620  -1.225
S 1.0239 4.7237 -2.4158  -0.249
C 2.5761 1.0500 -1.3137  -0.017
O 3.5623 1.0156 -2.0225  -0.679
N 2.3369 0.1809 -0.3207  0.902
C 3.3562 -0.7624 0.0920  0.237
C 3.6248 -1.7892 -1.0277  -0.921
C 4.0481 -3.1517 -0.5041  0.131
N 5.2880 -3.1972 -0.0245  -0.292
O 3.3026 -4.1248 -0.5428  -0.813
C 4.6464 -0.0306 0.5163  0.292
N 4.4655 1.1810 1.0416  -0.163
O 5.7447 -0.5571 0.4378  -0.805
H -1.2717 -1.3876 -2.5758  0.169
H -0.5450 0.1908 -2.9133  -0.012
H -1.9895 -0.3254 -3.7960  0.459
H -3.4126 -2.4244 -1.7070  0.150
H -3.8671 -1.5593 -3.1957  0.516
H -6.0599 -1.0621 -2.3682  0.323
H -5.8171 -2.6624 -1.6504  0.407
H -5.0646 -1.6852 0.4444  0.266
H -6.3964 -0.6057 0.0001  0.471
H -4.8841 1.0808 -0.8120  0.571
H -2.5062 -1.2396 0.5180  0.363
H -2.4305 0.0472 3.1370  0.427
H -0.6044 -1.6663 3.4336  0.513
H -2.1605 -2.3749 2.9571  0.336
H 1.3631 -3.0241 2.1154  0.517
H 1.5928 -3.8452 -0.2575  0.349
H -0.5866 -3.4297 -1.5537  0.540
H -2.1740 2.0689 2.0032  0.399
H -0.8782 3.7973 1.1286  0.527
H -0.6723 3.8668 3.6142  0.459
H 0.7910 4.4825 2.7986  0.376
H 1.6637 2.3780 3.1936  0.382
H -0.4495 2.0949 -0.6849  0.240
H 0.9181 1.7972 -2.4378  0.471
H 2.9497 3.2821 -2.6212  0.564
H 2.6472 3.8303 -0.9583  0.371
H 0.7159 4.1549 -3.5812  0.104
H 1.5334 0.2826 0.2925  -0.231
H 2.9675 -1.2714 0.9806  0.284
H 2.7053 -1.9121 -1.6023  0.380
H 4.3969 -1.3954 -1.6896  0.666
H 5.6382 -4.0536 0.3728  0.245
H 5.7927 -2.3183 0.0992  0.263
H 5.2866 1.7039 1.3013  0.257
H 3.5736 1.6651 1.0542  0.299

For the frontier orbital gap, the calculation gives 9.2 eV. Its spin multiplicity is 1. Its SMILES is CC(=O)N1CCC[C@H]1C(=O)N[C@@H](Cc1c[nH]cn1)C(=O)N[C@@H](CO)C(=O)N[C@@H](CS)C(=O)N[C@@H](CC(N)=O)C(N)=O.

=====

No. 2
Here is a single C20H21FN2O molecule from the Open Molecules 2025 dataset. Energies are from ωB97M-V/def2-TZVPD.

Each line ends with the Mulliken charge.
Atoms and positions in Å:
C -1.7814 2.7687 -2.5893  -1.038
N -1.5037 1.4442 -2.1154  0.355
C -2.4315 0.4930 -1.7871  -0.585
C -1.8234 -0.6699 -1.4080  0.304
C -2.4942 -1.9255 -0.9503  -1.290
C -3.0380 -1.8106 0.4917  -0.464
C -2.4867 -2.9056 1.4140  -1.167
C -0.9734 -2.8194 1.4839  0.552
O -0.2350 -3.5625 0.8721  -0.629
N -0.5145 -1.8235 2.2765  -0.109
C 0.8811 -1.4760 2.3543  -1.235
C 1.1973 -0.0740 1.8937  0.566
C 0.2256 0.7870 1.4059  0.296
C 0.5527 2.0671 0.9964  -0.660
C 1.8690 2.4747 1.0710  0.366
F 2.1942 3.7222 0.6662  -0.392
C 2.8618 1.6392 1.5488  -0.653
C 2.5148 0.3677 1.9613  -0.607
C -0.4180 -0.4338 -1.5060  1.558
C 0.7142 -1.2102 -1.2576  -0.070
C 1.9536 -0.6447 -1.4496  -1.055
C 2.0944 0.6725 -1.8949  -0.644
C 0.9960 1.4601 -2.1588  -0.679
C -0.2602 0.8998 -1.9581  -1.098
H -1.2519 3.5104 -1.9860  0.326
H -1.4662 2.8847 -3.6304  0.321
H -2.8513 2.9599 -2.5238  0.337
H -3.4807 0.7163 -1.8503  0.439
H -3.3142 -2.1652 -1.6305  0.513
H -1.7730 -2.7408 -1.0006  0.494
H -2.7782 -0.8302 0.8990  0.304
H -4.1275 -1.8780 0.4880  0.433
H -2.9145 -2.8017 2.4137  0.428
H -2.7542 -3.8854 1.0171  0.334
H -1.1679 -1.2455 2.7795  0.341
H 1.4063 -2.1958 1.7176  0.380
H 1.2412 -1.6061 3.3837  0.447
H -0.7990 0.4618 1.3203  0.175
H -0.1996 2.7412 0.6191  0.417
H 3.8821 1.9858 1.5905  0.456
H 3.2782 -0.2978 2.3360  0.442
H 0.6184 -2.2288 -0.9154  0.524
H 2.8427 -1.2274 -1.2571  0.415
H 3.0856 1.0784 -2.0354  0.420
H 1.1094 2.4767 -2.5050  0.434

For the frontier orbital gap, the calculation gives 8.3 eV. Its spin multiplicity is 1. Its SMILES is Cn1cc(CCCC(=O)NCc2ccc(F)cc2)c2ccccc21.

=====

No. 3
Here is a molecular structure, C9H26BrCuN4O3 in a non-equilibrium geometry from the Open Molecules 2025 dataset. Energies are from ωB97M-V/def2-TZVPD.

Each line ends with the Mulliken charge.
Atoms and positions in Å:
Cu 25.8574 8.3042 2.1851  0.562
Br 28.1427 9.8596 2.9210  -0.153
C 24.5392 10.5386 4.2319  0.681
O 24.8162 9.7976 3.2548  -0.463
N 25.3628 11.3913 4.8094  -0.342
N 23.3409 10.7927 4.6206  -0.447
H 24.9800 12.0461 5.4764  0.183
H 26.3285 11.0964 4.7899  0.187
H 23.1557 11.2868 5.4818  0.212
H 22.6790 10.1030 4.2946  0.255
C 25.0475 7.5304 5.7557  -1.636
C 26.4142 7.4860 5.1781  0.985
C 27.5434 6.9214 6.1179  -0.933
O 27.1289 5.6200 6.4698  -0.333
C 27.7585 5.0370 7.6091  -0.736
N 26.4433 6.8129 3.8800  -0.469
H 24.7470 6.5460 6.1145  0.413
H 24.3102 7.7822 4.9935  0.325
H 25.0214 8.2827 6.5441  0.348
H 26.8514 8.4576 4.9483  0.102
H 27.5671 7.5481 7.0094  0.493
H 28.4920 6.7242 5.6187  0.335
H 28.8377 4.9375 7.4933  0.259
H 27.3574 4.0311 7.7330  0.236
H 27.4526 5.7340 8.3894  0.337
H 26.0883 5.8949 4.1067  0.306
H 27.4382 6.6973 3.7498  0.247
C 31.8261 7.9009 4.7468  -1.288
C 31.8439 7.3370 3.3097  0.516
C 32.7219 6.0940 3.1317  -0.692
O 34.0342 6.4033 3.3553  -0.374
C 34.6071 7.3335 2.4721  -0.808
N 30.4454 6.9457 3.0398  -0.508
H 32.7627 8.2204 5.2037  0.334
H 31.4691 7.1091 5.4054  0.273
H 31.1664 8.7445 4.9501  0.344
H 32.0148 8.1429 2.5960  0.280
H 32.6616 5.7895 2.0869  0.477
H 32.5329 5.2004 3.7266  0.319
H 35.5871 6.9739 2.1585  0.288
H 34.7070 8.2499 3.0538  0.273
H 34.1397 7.5370 1.5086  0.334
H 29.8804 7.7695 2.8910  0.061
H 30.4871 6.4034 2.1888  0.217

The expectation value of S² is 0.762. The net charge is +1. For the frontier orbital gap (alpha / beta), the calculation gives 7.4 / 4.1 eV. Its spin multiplicity is 2.

=====

Ordered electronic energy results: -65051.58648 -28827.09659 -136531.50953; unit eV.